Molecular formula: C24H22Cl5N2O7Re
Method: DFT, ωB97M-V/def2-TZVPD

Geometry (Å):
Re -0.156786 -0.276174 0.024704
Cl 2.180038 2.675329 -2.936596
Cl 6.792759 0.400856 -1.251626
Cl 5.303732 2.472607 -3.044561
Cl 5.125457 -1.488275 0.626439
Cl 1.996364 -1.244914 0.649880
O -3.065319 -2.525784 -5.218674
O 0.936602 0.817308 -1.073690
O -1.580043 -1.740790 0.918053
O -0.288677 0.518669 1.710945
O -1.592478 2.058598 2.706221
O -3.845793 1.401107 -0.770472
O -1.717189 0.790361 -0.611245
N -0.432559 -1.685636 -1.560723
N -2.320222 -0.390858 -5.334288
C -0.169689 -3.796768 -2.610291
C -3.382328 -0.088170 -6.306622
C -1.900740 -1.497734 2.338088
C -1.346938 -2.033972 -3.739031
C 4.415534 1.445648 -2.008440
C -2.546354 -0.107328 2.247929
C -2.306423 -1.645814 -4.844462
C 4.359509 -0.323127 -0.366649
C -0.877058 -3.341900 -3.713046
C 2.981856 -0.197517 -0.352216
C -1.483579 0.969943 2.257207
C -1.839733 1.877511 -4.433376
C -2.993541 0.757585 -0.226120
C -4.734212 0.125044 -5.643909
C 0.027395 -2.948180 -1.545851
C -3.340866 -0.214954 0.894304
C -3.683969 -2.685755 1.273500
C 5.087395 0.516282 -1.205576
C -1.299776 0.638053 -5.133304
C -2.935460 -2.576895 2.627196
C 2.294691 0.711790 -1.128953
C 3.025157 1.543250 -1.970976
C -2.972918 -1.633029 0.436143
C -1.105507 -1.233711 -2.642195
H -1.043335 2.610316 -4.311337
H -5.052717 -0.780419 -5.129580
H -3.438523 -0.913125 -7.015581
H -4.407939 -0.109145 1.064059
H -2.445732 -3.512277 2.888871
H -3.220611 0.098732 3.074873
H -1.494235 -0.227026 -2.575744
H -0.456364 0.215152 -4.591521
H -2.247801 1.653012 -3.445156
H 0.549680 -3.266110 -0.654226
H -2.633946 2.340086 -5.019762
H -4.746898 -2.468655 1.351434
H -2.993890 -1.791283 -0.638334
H 0.209489 -4.807468 -2.562939
H -3.571627 -3.673437 0.831045
H -0.915417 0.915829 -6.117778
H -0.986607 -1.549763 2.919596
H -4.695504 0.943736 -4.924227
H -5.482706 0.366929 -6.398778
H -1.106310 -3.996489 -4.544269
H -3.580843 -2.291489 3.455391
H -3.071900 0.804439 -6.848754

Forces on atoms 1 to 3 (eV/Å):
0.0 -0.1 -0.1
0.0 0.0 0.0
0.0 0.0 0.0

Properties
Molar mass = 813.919 Da
Multiplicity = 2
HOMO (alpha / beta) = -11.991 / -11.990 eV
LUMO level (alpha / beta) = -4.75 / -4.65 eV
Total charge = +1
HOMO-LUMO gap (alpha / beta) = 0.2662 / 0.2699 Ha
Relative energy (zero: lowest compared OMol25 entry of this formula, charge and spin) = 7.0 kcal per mole